# 1
Density functional theory data (wB97M-V/def2-TZVPD) for a molecular structure, C32H41AgAsBr6F6N3O15.

Results
* HOMO level: -0.360 hartree
* HOMO-LUMO gap: 4.437 eV
* multiplicity: 1

CARTESIAN COORDINATES (ANGSTROEM)
Ag: 2.1724 5.8455 -1.4031
Br: 1.9462 -9.6750 2.5334
Br: -8.1011 -4.2252 -0.8946
Br: -9.2547 -3.8422 2.1587
Br: -7.0516 -6.1737 1.6454
Br: -0.7328 -10.4364 0.9096
Br: 1.5309 -8.3795 -0.5321
As: -0.6620 -0.8472 -0.9938
F: -1.7502 -0.3592 0.3198
F: -0.9131 -2.5299 -0.4727
F: 0.4214 -1.4050 -2.3496
F: -2.0508 -0.9299 -2.0659
F: -0.3229 0.8689 -1.4456
F: 0.6995 -0.6250 0.1846
O: -12.7219 4.3839 3.5437
O: 1.7183 3.0345 5.5780
O: 2.2816 4.8982 -8.8689
O: 3.8354 3.2349 4.8510
O: 2.2498 5.7128 -6.7693
O: 8.6733 2.6331 -0.9694
O: -12.1347 3.1137 1.8285
O: 7.9170 1.4543 -2.6274
O: 2.2025 4.7864 4.1942
O: 6.6834 3.2003 -1.9398
O: 4.1946 5.6062 -8.0866
O: -2.9072 -9.1820 -10.9085
O: -3.4593 -7.0950 -11.2782
O: 1.2038 -2.9153 11.9135
O: 2.8654 -4.1834 11.3801
N: -11.9258 3.9881 2.7136
N: -3.2184 -8.0524 -10.5280
N: 1.9074 -3.5691 11.1187
C: -0.4091 -3.6527 8.1594
C: -9.1693 6.3796 3.4309
C: 1.4429 -3.6155 9.7393
C: -3.2253 -8.8123 -8.1421
C: -3.2317 -7.7960 -9.0747
C: -7.6666 -4.3519 1.0858
C: -9.5919 3.9483 2.1464
C: 1.1782 2.9581 -8.0970
C: 1.8482 -3.7368 7.3478
C: -8.3584 4.5705 2.0804
C: 2.8428 5.4435 -7.8126
C: 4.2218 2.1489 5.6217
C: -3.2622 -8.5574 -6.7968
C: 7.6779 2.4958 -1.8087
C: 0.4540 -3.7213 7.1457
C: -10.4798 5.8678 3.4274
C: -8.0879 5.7202 2.7933
C: 8.8216 3.8929 -0.2429
C: -10.6310 4.5850 2.8030
C: 0.3437 3.2372 5.4738
C: 4.9499 6.3926 -7.2516
C: -3.0983 -6.1714 -7.2552
C: 2.5320 3.7525 4.8443
C: 0.6410 -9.0157 1.1730
C: -3.1992 -6.4602 -8.5976
C: 0.9942 4.3334 -8.7729
C: -3.2022 -7.2349 -6.3704
C: 0.0772 -3.5918 9.4604
C: 2.3577 -3.8487 8.6735
C: 4.4809 2.4345 7.0546
C: 9.8865 3.5912 0.8518
C: 6.9751 1.0336 -3.6463
H: 10.0807 4.4960 1.4278
H: 4.3996 7.2856 -6.9550
H: 0.1606 4.2945 5.6655
H: -3.3280 -9.3737 -6.0927
H: 0.6191 4.0872 -9.7663
H: 9.5097 2.7510 1.4351
H: 5.8627 6.7581 -7.7220
H: 3.5107 1.3238 5.6624
H: 7.8673 4.1395 0.2226
H: -3.2783 -5.1642 -6.9093
H: 6.5331 0.0659 -3.4093
H: 0.3062 2.3989 -8.4361
H: 1.0384 2.9175 -7.0168
H: 9.1622 4.6055 -0.9941
H: -11.3425 6.2963 3.9157
H: 6.1835 1.7512 -3.8621
H: -3.2678 -9.8641 -8.3836
H: -1.4746 -3.6558 7.9835
H: 4.9729 3.3874 7.2498
H: 5.1578 1.6707 7.4374
H: 0.0139 3.0312 4.4555
H: 5.1513 1.8318 5.1490
H: 10.8532 3.2634 0.4694
H: -3.2576 -6.9335 -5.3348
H: 0.3242 5.0098 -8.2422
H: 0.1719 -8.0930 1.5144
H: 2.1324 2.5409 -8.4189
H: -9.0513 7.3112 3.9643
H: -7.6306 3.9606 1.5660
H: -7.1644 6.2651 2.6649
H: 0.2372 -3.4600 6.1205
H: 5.2532 5.8844 -6.3363
H: 3.4100 -3.7884 8.9090
H: 2.5242 -3.7362 6.5055
H: -9.7162 3.0708 1.5292
H: -0.2021 2.5503 6.1207
H: -6.8547 -3.6576 1.3025
H: 7.6060 0.9875 -4.5340
H: 3.6537 2.3184 7.7549
H: -0.4786 -3.5214 10.3837
H: -3.0580 -5.5610 -9.1790



# 2
Density functional theory data (wB97M-V/def2-TZVPD) for a molecular structure, C32H41BCeF2N9O6S2.

Results
* relative energy (zero: lowest compared OMol25 entry of this formula, charge and spin): 42.1 kcal/mol
* HOMO level (spin up / spin down): -0.250 / -0.251 hartree
* expectation value of S²: 0.75
* HOMO-LUMO gap (spin up / spin down): 7.135 / 7.157 eV
* multiplicity: 2

CARTESIAN COORDINATES (ANGSTROEM)
Ce: 0.2808 -0.2689 0.0852
S: -0.5619 0.7127 -3.8499
S: -2.1968 -4.5806 2.8560
F: -2.1749 -1.9961 -2.5285
F: -0.1579 -2.4350 -3.2892
O: 0.3527 2.0125 1.1802
O: -1.3980 -1.3796 1.3474
O: -1.3290 -5.2002 3.8687
O: -3.0531 -5.4238 2.0711
O: -0.0582 1.0776 -2.4640
O: 1.8957 1.5864 -0.5560
N: -4.2543 1.6783 -0.1286
N: 0.7669 -0.6924 3.0053
N: 1.3535 -2.9170 1.1639
N: 2.3561 -1.4358 -1.2608
N: -2.2062 0.9317 -0.2608
N: 1.5442 2.8251 -0.3366
N: 2.9446 -0.3563 1.1074
N: -1.3929 -3.5546 1.8991
N: 0.7665 3.0681 0.6261
C: -3.4319 2.7968 -0.3124
C: 3.6665 -0.8635 -1.0932
C: 3.1134 -0.2545 2.4498
C: 2.6439 5.8203 -3.0123
C: 0.0776 2.1422 -4.8800
C: -3.4724 0.5590 -0.1499
C: -2.2832 1.1957 -4.0590
C: 1.9308 0.1880 3.2068
C: -3.8367 -1.0396 3.2234
C: 4.3084 -0.6070 3.0893
C: 2.0618 6.1604 -1.8029
C: 2.3391 -3.4515 0.2648
C: -3.3352 -3.3276 3.5444
C: 5.3357 -1.0585 2.2808
C: -3.0259 -2.1536 2.9369
C: 1.9516 3.8478 -1.1816
C: 2.8810 4.4804 -3.2859
C: -4.8897 -1.1879 4.1034
C: -5.1776 -2.3805 4.7098
C: -1.8803 -2.3380 1.9862
C: 5.1701 -1.2217 0.9286
C: 2.5117 3.4768 -2.3763
C: 0.9363 -2.0804 3.5305
C: -4.0731 -0.8088 -0.3679
C: 3.9708 -0.8326 0.3615
C: -4.3653 -3.5072 4.4182
C: 1.7651 5.2010 -0.9148
C: 2.2340 -2.9029 -1.1514
C: -2.2628 2.6640 -4.6767
C: -1.0977 2.7729 -5.6362
C: -2.1933 2.3006 -0.3113
C: 1.6329 -3.0746 2.5742
B: -0.8456 -2.0017 -2.1540
H: -1.1783 2.1193 -6.5435
H: 1.9863 -1.2596 -2.2302
H: 2.7002 -2.8905 2.7791
H: -3.8231 3.8644 -0.1958
H: -5.5734 -0.3846 4.2639
H: -5.9414 -2.4900 5.4730
H: -5.2297 1.6838 -0.2880
H: -4.5086 -0.9017 -1.4061
H: 3.7273 0.1495 -1.3880
H: -3.4122 -1.6270 -0.1683
H: 1.2732 -3.1437 -1.5044
H: -1.2500 2.8149 -0.3321
H: 6.0017 -1.4263 0.2816
H: 1.4215 -4.0795 2.9672
H: -3.3150 2.8464 -5.0406
H: -2.5977 0.5595 -4.9055
H: 3.3606 4.2878 -4.2106
H: -4.8789 -0.9531 0.2950
H: -2.8248 1.0753 -3.1847
H: 1.8607 7.1791 -1.4797
H: -0.9124 3.7981 -5.9551
H: -4.4612 -4.5003 4.8526
H: 0.8827 1.7371 -5.5617
H: -3.7363 -0.1225 2.7116
H: 4.4842 -1.4599 -1.5875
H: 3.0255 -3.3731 -1.7135
H: 2.9348 6.6083 -3.6888
H: 6.3204 -1.3415 2.6665
H: -0.0067 -2.4288 3.9008
H: 1.6048 1.1851 2.7895
H: 2.5140 2.4451 -2.6835
H: 1.2575 5.5536 0.0003
H: 0.4487 -3.3678 1.0714
H: -2.1385 3.3883 -3.8339
H: -0.0493 -0.2094 3.4063
H: 3.3755 -3.3479 0.6397
H: 2.3113 -4.5606 0.1037
H: 2.1150 0.3110 4.2598
H: 1.5576 -2.0550 4.4413
H: 0.4681 2.7664 -4.0397
H: 4.3679 -0.6162 4.2594



| no. | E (hartree) |
| --- | --- |
| 1 | -20962.41899 |
| 2 | -3684.38454 |